Entry from the Open Molecules 2025 dataset: a molecular structure, C8H17BN2NaO5 (ωB97M-V/def2-TZVPD).

Properties
gap between HOMO and LUMO: 0.262 Eh
total charge: +1
E: -987.70751 Eh

Element x y z (Å)
1 C 3.4491 -0.8841 -0.0025
2 C 3.2482 -0.2296 -1.3575
3 O 2.1482 -0.7996 -2.0783
4 C 0.8560 -0.3024 -1.6317
5 C -0.0721 -1.4990 -1.6291
6 O -1.3780 -1.2543 -1.1607
7 N -1.4012 -0.3279 -0.0945
8 C -1.4816 -1.0453 1.1892
9 C -2.8601 -1.5533 1.5717
10 N -3.7455 -0.8861 2.1813
11 C -2.4891 0.5647 -0.3385
12 O -3.3431 0.4022 -1.1540
13 O -2.4323 1.5986 0.5236
14 B -1.2100 2.2547 0.7608
15 C -0.7808 2.6252 2.2167
16 O -0.5052 2.6069 -0.3504
17 H 2.7735 -0.4565 0.7373
18 H 3.2356 -1.9481 -0.0640
19 H 4.4618 -0.7215 0.3550
20 H 4.1479 -0.3543 -1.9655
21 H 3.0939 0.8450 -1.2525
22 H 0.5260 0.4560 -2.3390
23 H 0.9669 0.1423 -0.6503
24 H 0.4030 -2.3305 -1.0988
25 H -0.2141 -1.8225 -2.6628
26 H -0.7964 -1.8883 1.1414
27 H -1.1253 -0.3812 1.9752
28 H -3.0979 -2.5795 1.2985
29 H -3.4244 0.0615 2.3922
30 H -1.6238 3.0643 2.7494
31 H 0.0443 3.3332 2.2458
32 H -0.4958 1.7337 2.7746
33 H 0.2478 3.1614 -0.1270
34 Na 2.8746 -1.5857 -4.1556

Atomic forces in eV per Å
C -0.344 0.221 0.023
C 0.204 0.046 0.294
O -0.012 0.060 -0.477
C 0.387 -0.204 -0.293
C 0.057 -0.067 -0.055
O -0.257 -0.063 -0.078
N 0.203 -0.230 -0.297
C -0.131 -0.036 0.466
C -0.275 0.114 0.047
N 0.245 -0.166 -0.127
C -0.760 0.014 -0.550
O 0.593 0.244 0.385
O 0.455 -0.239 0.295
B -0.299 0.262 -0.033
C -0.237 0.065 -0.165
O 0.132 -0.091 -0.030
H -0.037 -0.029 0.053
H 0.191 -0.139 -0.019
H 0.096 -0.055 0.015
H -0.037 -0.125 -0.151
H -0.008 0.080 -0.057
H -0.134 0.180 0.110
H -0.063 0.014 0.104
H 0.033 0.048 0.231
H -0.080 -0.125 -0.018
H 0.178 0.048 -0.131
H 0.019 0.117 0.003
H -0.045 -0.028 -0.072
H -0.008 0.016 0.019
H -0.049 0.019 0.081
H 0.094 0.017 0.076
H 0.067 -0.069 0.087
H 0.027 0.005 -0.071
Na -0.202 0.098 0.338